Entry 1:
# C8H12NO2

A 2-piece molecular cluster, C8H12NO2 overall (wB97M-V/def2-TZVPD, the OMol25 dataset).

- E_LUMO (spin up / spin down) (eV) = -3.96 / -3.96
- calculated total energy (eV) = -14064.6218
- energy above the lowest of the compared OMol25 structures with the same formula, charge and spin (kJ/mol) = 337.84
- multiplicity = 1
- orbital gap (spin up / spin down) (Ha) = 0.3280 / 0.3280
- max |F| (eV Å⁻¹) = 5.20
- total charge = +1

Geometry as XYZ:
```
23
Properties=species:S:1:pos:R:3:forces:R:3
C -0.334630 3.227535 0.887575 0.71 -2.00 0.23
C -1.294951 2.742510 -0.009136 -1.08 1.56 -0.13
C 0.514572 2.323093 1.550236 1.31 -1.38 -0.14
C -1.377871 1.384411 -0.321255 -1.61 -0.45 -1.17
C 0.412921 0.922613 1.247007 1.06 0.95 -0.53
C -0.494167 0.574482 0.312855 0.14 -3.40 0.06
C 1.812993 -1.637049 -0.833453 3.33 -0.14 0.72
C -0.426130 -1.774171 -0.036322 -3.30 3.79 -1.36
N 0.438139 -1.758140 -1.335707 0.20 -3.36 0.81
O -1.713342 -1.992609 -0.529702 0.46 -0.21 0.45
O -0.029805 -2.580990 0.942029 -0.05 -1.06 -0.02
H -0.143650 4.262825 0.975609 -0.22 0.95 0.33
H -2.039248 3.517423 -0.406841 1.21 -1.49 0.22
H 1.421753 2.564091 2.180857 -1.48 0.33 -0.70
H -2.126185 0.951657 -1.040131 0.69 0.80 0.73
H 1.166942 0.132799 1.342602 -0.05 0.83 1.40
H 2.547935 -1.729892 -1.693295 -0.81 -0.20 1.32
H 1.902368 -0.645015 -0.438363 -0.05 0.93 -0.42
H 2.152219 -2.167830 0.186113 -1.32 0.02 -2.91
H 0.223547 -0.943237 -1.911587 -0.36 -0.07 0.29
H 0.282647 -2.665558 -1.954214 0.30 2.05 1.56
H -2.317277 -1.288998 -0.241724 0.29 -0.32 0.06
H -0.578780 -3.419952 1.126847 0.67 1.89 -0.81
```
Positions in Å, forces in eV/Å.

=====

Entry 2:
# C3H9N3O

An isolated molecule of C3H9N3O (wB97M-V/def2-TZVPD, the OMol25 dataset).

- E_LUMO (spin up / spin down) (eV) = -0.23 / -0.22
- calculated total energy (eV) = -9769.3163
- energy above the lowest of the compared OMol25 structures with the same formula, charge and spin (kJ/mol) = 600.42
- multiplicity = 1
- orbital gap (spin up / spin down) (Ha) = 0.2726 / 0.2727
- max |F| (eV Å⁻¹) = 2.18
- total charge = 0

Geometry as XYZ:
```
16
Properties=species:S:1:pos:R:3:forces:R:3
C -1.660974 0.182465 -0.092040 1.70 -1.24 0.57
C 0.813632 -0.993762 -1.222125 0.13 -0.46 0.03
N 0.181765 -0.649676 0.035446 -0.54 1.41 0.27
C -0.402251 0.905880 0.112292 -0.63 1.76 -0.85
N 0.697654 -1.287637 1.178127 0.45 -0.73 0.72
O -0.061626 1.256481 1.439402 -0.39 -0.22 0.35
N -0.225528 1.813977 -0.865106 0.24 -0.43 0.63
H -0.826654 1.687074 1.846866 0.26 0.02 -0.20
H 1.648535 -1.658269 1.092780 -0.41 -0.10 -1.03
H 0.828324 -0.654501 1.963780 -0.80 0.56 -0.44
H 0.363009 2.572231 -0.508847 0.21 -0.40 -0.20
H -2.308824 -0.002846 0.758916 -0.01 -0.32 -0.14
H -2.004587 0.061817 -1.111147 0.03 0.01 0.14
H 0.830901 -2.077970 -1.352764 -0.10 0.01 -0.03
H 1.850716 -0.632659 -1.233171 -0.18 0.05 0.04
H 0.275907 -0.522605 -2.042408 0.04 0.08 0.13
```
Positions in Å, forces in eV/Å.

=====

Entry 3:
# C39H59N4S6SbSi2W

C39H59N4S6SbSi2W as an isolated structure (wB97M-V/def2-TZVPD, the OMol25 dataset).

- E_LUMO (spin up / spin down) (eV) = 1.68 / 1.68
- calculated total energy (eV) = -136496.8591
- energy above the lowest of the compared OMol25 structures with the same formula, charge and spin (kJ/mol) = 95.72
- expectation value of S² = 0.78
- multiplicity = 2
- orbital gap (spin up / spin down) (Ha) = 0.2163 / 0.2254
- max |F| (eV Å⁻¹) = 1.86
- total charge = -1

Geometry as XYZ:
```
112
Properties=species:S:1:pos:R:3:forces:R:3
W -0.241408 -0.009494 -0.024922 0.49 -0.62 0.58
C -1.308625 -2.431678 -3.818478 -0.29 -0.23 -0.07
Si 0.232868 -2.038366 -2.827634 0.20 -0.10 -0.23
C 1.448830 -3.483366 -2.796374 0.05 -0.32 0.05
C 1.114538 -0.887561 -4.023951 0.13 0.33 -0.01
N -0.286138 -1.720308 -1.115213 -0.22 0.48 0.47
C -0.984427 -2.775694 -0.534995 -0.05 -0.47 -0.16
C -1.179624 -4.042615 -1.116760 0.01 -0.02 0.04
C -1.968944 -5.006465 -0.522486 0.05 0.04 -0.02
C -2.611812 -4.716658 0.677773 0.06 0.12 0.04
C -2.386678 -3.501764 1.288683 -0.04 0.05 0.22
C -1.521757 -2.531076 0.737160 -0.30 -0.36 0.15
N -1.192207 -1.341404 1.336300 -0.01 0.47 -0.80
Si -2.019436 -1.026153 2.890264 0.30 0.23 0.37
C -3.895960 -0.983168 2.832186 -0.36 -0.10 -0.20
C -1.661965 -2.352462 4.188010 0.13 -0.39 0.08
C -1.414706 0.555960 3.664292 -0.06 0.31 0.21
H -1.021873 -2.670229 -4.854000 -0.05 0.09 0.22
H -1.954196 -1.546555 -3.839914 0.06 -0.06 -0.03
H -1.896563 -3.265377 -3.424747 0.01 0.21 -0.13
H 2.087816 -3.423167 -3.686902 -0.06 0.02 0.19
H 0.969444 -4.468734 -2.797884 0.23 0.16 -0.04
H 2.096528 -3.428203 -1.913669 -0.07 -0.02 -0.13
H 1.263894 -1.509180 -4.923306 -0.07 0.08 0.25
H 2.091405 -0.553671 -3.677507 -0.06 -0.05 -0.09
H 0.535588 -0.012412 -4.310665 0.02 -0.05 -0.07
H -0.717669 -4.279368 -2.060198 -0.12 -0.03 0.16
H -2.090697 -5.971013 -1.002210 -0.03 0.05 0.00
H -3.287280 -5.429014 1.134325 0.02 -0.02 0.01
H -2.896559 -3.291269 2.222575 0.11 -0.13 -0.21
H -4.330519 -1.981748 2.976684 0.05 0.24 0.03
H -4.272627 -0.588304 1.889021 -0.03 0.01 0.06
H -4.260380 -0.333814 3.641773 0.13 -0.12 -0.12
H -1.323086 -3.309574 3.767675 -0.04 0.24 0.18
H -2.590327 -2.535489 4.755944 0.24 0.03 -0.15
H -0.892559 -2.011714 4.888669 -0.20 -0.07 -0.12
H -2.046474 1.408670 3.394673 0.14 -0.08 -0.01
H -0.394117 0.793905 3.362790 0.02 0.03 0.03
H -1.437424 0.434309 4.761523 -0.02 0.01 -0.31
C 4.768860 0.384417 -2.175528 0.07 0.33 0.07
C 3.311484 0.545991 -1.819343 -0.22 1.07 -0.65
S 2.592837 -0.673200 -0.994570 -0.27 -0.75 0.56
C 2.601350 1.699866 -2.252886 1.20 -0.90 -0.84
C 3.183130 2.669117 -3.275975 0.00 -0.16 0.29
S 1.113373 2.048643 -1.640732 -1.28 0.61 1.21
H 5.195253 -0.444346 -1.617220 0.01 -0.01 -0.02
H 5.331023 1.298678 -1.946926 -0.07 -0.11 -0.08
H 4.877275 0.178727 -3.246223 -0.02 0.03 0.06
H 3.991479 2.218757 -3.856046 -0.07 0.02 0.01
H 3.579158 3.564831 -2.784596 0.02 -0.02 -0.07
H 2.403230 2.989686 -3.964999 0.01 0.02 -0.04
S -2.564597 4.390778 -1.454365 0.06 -0.14 -0.01
Sb -2.918551 2.151007 -1.756126 -0.35 0.42 0.30
S -0.784986 0.956308 -2.256268 1.09 -0.01 -0.41
S -2.535468 0.752548 0.258625 0.04 -0.16 -0.45
C 2.114986 3.489156 5.646318 0.04 0.06 -0.07
C 2.667825 4.904573 5.449191 -0.16 -0.12 0.02
C 1.921436 5.713729 4.387066 0.07 -0.08 -0.01
C 2.049559 5.114490 2.982164 -0.22 -0.05 0.16
N 0.994528 4.147455 2.659307 0.19 0.30 0.10
C 0.202789 4.139507 1.570508 -0.19 -0.31 0.17
S -0.588724 2.701625 1.078972 -0.08 0.52 0.23
N -0.104599 5.274682 0.930955 0.10 0.41 -0.04
C -0.316533 6.590720 1.555642 -0.26 -0.28 -0.09
C -1.813741 6.916912 1.594914 0.06 -0.16 -0.01
C -2.656070 5.887650 2.349502 0.07 -0.03 0.04
C -2.274739 5.718527 3.819265 0.00 -0.01 -0.03
H 2.610885 2.992348 6.484110 -0.04 0.02 -0.07
H 2.281058 2.863069 4.760345 -0.01 0.07 0.14
H 1.039291 3.512159 5.853662 0.11 -0.02 -0.05
H 3.725546 4.842180 5.170321 -0.03 0.03 0.03
H 2.617928 5.448116 6.397104 0.04 -0.04 0.01
H 2.321166 6.732535 4.376361 -0.02 -0.02 -0.01
H 0.862473 5.778547 4.653732 0.02 0.08 0.01
H 3.012616 4.606713 2.898588 -0.04 0.02 0.01
H 2.039571 5.892465 2.223933 0.02 -0.04 -0.07
H 1.114970 3.219402 3.032183 0.00 -0.10 0.04
H -0.683917 5.102324 0.104669 -0.06 -0.10 0.07
H 0.200700 7.355826 0.973874 0.11 0.00 0.03
H 0.095847 6.589302 2.562824 -0.03 -0.02 -0.05
H -2.181240 6.955742 0.564663 0.02 0.12 0.03
H -1.929637 7.912419 2.040987 -0.02 -0.03 -0.06
H -2.577718 4.921998 1.836646 -0.06 0.09 0.02
H -3.703868 6.194094 2.279531 0.03 -0.05 -0.02
H -1.271392 5.293809 3.925054 -0.09 0.04 0.01
H -2.966153 5.031213 4.314368 0.07 0.06 -0.01
H -2.304553 6.675984 4.355115 0.02 -0.10 -0.05
C 5.123146 3.834981 1.298999 -0.13 -0.07 -0.05
C 5.509647 2.790771 2.133951 -0.07 -0.03 0.01
C 4.634104 1.743082 2.389452 0.05 0.00 0.05
C 3.347281 1.698782 1.827849 0.00 -0.26 0.02
C 2.970867 2.772817 1.036502 0.16 0.09 -0.42
C 3.843007 3.818863 0.754656 0.05 -0.08 -0.11
C 2.545304 0.479791 2.087625 0.06 0.71 -0.20
C 1.424476 -0.107444 1.604299 -0.25 -0.87 0.06
C 1.401099 -1.492208 2.262866 0.09 0.16 -0.03
C 1.535011 -2.675309 1.533597 0.02 -0.11 0.13
C 1.696120 -3.902672 2.158808 0.01 0.02 0.01
C 1.734573 -3.992684 3.545986 -0.03 0.04 0.01
C 1.603282 -2.829987 4.290210 0.11 0.09 -0.14
C 1.440345 -1.601036 3.654744 -0.07 -0.13 0.15
H 5.806705 4.648564 1.083019 -0.03 -0.03 0.00
H 6.501229 2.788255 2.575821 -0.08 -0.02 -0.02
H 4.952158 0.919832 3.024255 -0.01 0.07 -0.06
H 1.977272 2.773298 0.632366 -0.13 -0.04 -0.24
H 3.508350 4.628918 0.108033 0.05 -0.12 0.10
H 3.097197 -0.145218 2.776705 0.15 -0.01 0.20
H 1.544764 -2.644014 0.459043 -0.08 0.03 -0.23
H 1.808396 -4.794877 1.551014 -0.03 0.05 0.03
H 1.864890 -4.951927 4.036859 -0.01 0.07 -0.05
H 1.641762 -2.873244 5.373238 -0.06 0.02 -0.01
H 1.341084 -0.700533 4.253886 0.01 -0.05 -0.04
```
Positions in Å, forces in eV/Å.

=====

Entry 4:
# C4H11NO2

An isolated molecule of C4H11NO2 (wB97M-V/def2-TZVPD, the OMol25 dataset).

- E_LUMO (eV) = 0.93
- calculated total energy (eV) = -9910.0381
- SMILES = CC(C)[C@H](O)ON
- energy above the lowest of the compared OMol25 structures with the same formula, charge and spin (kJ/mol) = 212.63
- multiplicity = 1
- orbital gap (Ha) = 0.3855
- max |F| (eV Å⁻¹) = 0.75
- total charge = 0

Geometry as XYZ:
```
18
Properties=species:S:1:pos:R:3:forces:R:3
C 1.836320 -0.845484 0.473109 -0.25 0.13 0.05
C 0.641532 0.098561 0.561661 -0.19 -0.03 -0.33
C 0.970669 1.463118 -0.043266 -0.18 -0.18 0.22
C -0.576945 -0.536454 -0.135103 0.02 -0.17 0.73
O -0.398559 -0.721649 -1.505591 -0.03 -0.01 -0.41
O -1.686586 0.292592 0.128753 -0.27 0.10 0.04
N -2.914277 -0.447771 0.055025 0.26 -0.26 -0.11
H 1.632109 -1.773421 1.001138 0.05 -0.15 0.05
H 2.715863 -0.381010 0.911805 0.12 0.00 0.05
H 2.046650 -1.083325 -0.567149 0.07 -0.03 -0.09
H 0.358005 0.238948 1.608478 -0.01 -0.03 -0.04
H 0.079009 2.084764 -0.072200 -0.01 0.15 -0.04
H 1.369906 1.356463 -1.050846 0.08 0.04 -0.12
H 1.722385 1.964133 0.561644 0.10 0.08 -0.01
H -0.772426 -1.538156 0.268531 -0.01 0.18 -0.05
H -0.231637 0.141320 -1.905120 0.01 -0.04 0.02
H -3.230278 -0.404258 -0.915334 0.08 0.18 0.19
H -3.561739 0.091628 0.624465 0.18 0.03 -0.16
```
Positions in Å, forces in eV/Å.

=====

Entry 5:
# C22H31N3O2

An isolated molecule of C22H31N3O2 (wB97M-V/def2-TZVPD, the OMol25 dataset).

- E_LUMO (eV) = 0.68
- calculated total energy (eV) = -31883.5883
- SMILES = O=C(CCc1nnc(CCCc2ccccc2)o1)NCCCC1CCCC1
- energy above the lowest of the compared OMol25 structures with the same formula, charge and spin (kJ/mol) = 74.10
- multiplicity = 1
- orbital gap (Ha) = 0.3574
- max |F| (eV Å⁻¹) = 1.31
- total charge = 0

Geometry as XYZ:
```
58
Properties=species:S:1:pos:R:3:forces:R:3
O -3.043883 -1.821530 -3.361799 0.03 -0.14 -0.45
C -2.723577 -1.623895 -2.206329 -0.04 -0.31 0.52
C -2.024008 -2.696287 -1.369085 0.09 0.08 -0.24
C -0.501461 -2.552093 -1.446029 0.11 -0.15 -0.06
C 0.023518 -1.492096 -0.555590 -0.26 0.23 0.18
N -0.630370 -0.593560 0.103976 -0.50 -0.84 -0.59
N 0.273134 0.136535 0.796294 1.03 0.58 0.57
C 1.437150 -0.357380 0.535824 -0.45 0.37 -0.10
C 2.741720 0.095740 1.069661 0.06 0.02 0.16
C 2.747380 0.074263 2.603225 0.18 -0.16 -0.06
C 2.897600 -1.342913 3.168202 -0.08 0.22 0.05
C 1.836570 -2.287055 2.673467 0.12 -0.23 0.12
C 2.168569 -3.372862 1.873813 0.01 0.01 0.10
C 1.190715 -4.235233 1.408331 -0.03 -0.13 -0.05
C -0.137181 -4.018460 1.732643 0.00 -0.12 -0.05
C -0.479237 -2.939305 2.530994 -0.08 0.04 0.06
C 0.500752 -2.085920 3.003417 0.02 -0.09 0.01
O 1.352439 -1.393422 -0.329087 0.03 0.03 -0.16
N -2.966051 -0.482356 -1.538921 -0.15 0.40 0.24
C -3.498733 0.691650 -2.192550 0.01 0.11 -0.38
C -2.427714 1.757260 -2.438699 -0.19 -0.12 0.34
C -1.951801 2.415638 -1.144703 0.03 0.20 -0.45
C -0.844701 3.444231 -1.382894 -0.22 -0.11 0.14
C -0.437855 4.152497 -0.073426 0.05 0.00 0.02
C 0.923004 3.565311 0.294074 0.10 0.17 -0.01
C 1.580382 3.383387 -1.068833 0.00 -0.14 0.06
C 0.450102 2.790195 -1.908136 0.09 0.16 -0.14
H -2.348656 -2.641351 -0.330612 -0.01 -0.06 0.04
H -2.302749 -3.663847 -1.787406 -0.03 0.10 0.02
H -0.201966 -2.337174 -2.476835 0.03 -0.07 0.03
H -0.015262 -3.487242 -1.154107 -0.02 0.05 -0.05
H 3.525380 -0.547601 0.667236 0.06 0.07 -0.03
H 2.914001 1.119189 0.728728 0.03 -0.07 -0.09
H 3.579030 0.683435 2.961157 -0.06 0.05 0.03
H 1.818654 0.524599 2.954512 0.02 0.08 0.04
H 2.847978 -1.285170 4.258757 0.09 -0.04 0.00
H 3.881928 -1.732754 2.898487 0.01 -0.01 0.06
H 3.202692 -3.545858 1.609502 0.11 0.00 -0.01
H 1.468266 -5.076598 0.789241 0.01 -0.07 -0.04
H -0.902955 -4.686540 1.366193 -0.07 -0.07 -0.02
H -1.513407 -2.761210 2.786232 -0.09 0.02 0.02
H 0.225200 -1.247204 3.625774 -0.04 0.12 0.05
H -2.502221 -0.351111 -0.647778 -0.01 -0.15 -0.09
H -3.916040 0.354136 -3.144268 -0.05 0.07 0.16
H -4.302321 1.105436 -1.575095 -0.01 0.00 -0.09
H -1.588032 1.290337 -2.955760 0.04 -0.02 -0.10
H -2.841817 2.521212 -3.100214 0.02 0.06 -0.06
H -1.579489 1.660727 -0.451430 0.01 -0.03 0.12
H -2.803623 2.913265 -0.673981 -0.06 -0.01 0.08
H -1.209831 4.180799 -2.104895 -0.01 -0.02 0.01
H -0.340940 5.226232 -0.242377 -0.01 0.05 0.05
H -1.173873 3.999121 0.713846 -0.10 0.07 0.04
H 0.787067 2.594389 0.773248 0.02 -0.01 0.05
H 1.492931 4.212765 0.959775 0.03 -0.01 0.09
H 1.879458 4.354099 -1.468887 0.07 0.05 -0.01
H 2.460074 2.739535 -1.043598 0.10 0.02 -0.04
H 0.408475 1.713207 -1.738890 -0.03 -0.14 -0.02
H 0.595586 2.958840 -2.974399 0.00 -0.10 -0.06
```
Positions in Å, forces in eV/Å.